[1]
The following is a DFT calculation (ωB97M-V/def2-TZVPD) of C5H7AlO4 as an isolated structure in a non-equilibrium geometry.

As for the largest force on an atom: 4.11 eV/A. The value obtained for the energy is -20077.5994 eV. The calculation puts the molecular weight at 158.09 g mol⁻¹. Its charge is +1. The multiplicity is 2. The expectation value of S² is 0.75. Its energy above the lowest of the compared OMol25 structures with the same formula, charge and spin is 59.2 kJ/mol.

XYZ file:
```
17
Properties=species:S:1:pos:R:3:nbo_charge:R:1
O 0.06 -0.30 -0.73 -0.958
C -0.54 -1.48 -0.27 -0.104
C -2.02 -1.48 -0.60 -0.109
O -2.54 -0.20 -0.19 -0.656
C -3.90 -0.05 -0.23 0.072
C -4.53 0.93 0.41 -0.402
Al -1.16 1.15 -0.68 1.601
H -0.41 -1.57 0.82 0.192
H -0.09 -2.38 -0.73 0.225
H -2.55 -2.28 -0.07 0.237
H -2.19 -1.58 -1.69 0.208
H -4.42 -0.80 -0.84 0.222
H -3.99 1.65 1.03 0.219
H -5.61 1.01 0.32 0.256
O 1.33 1.65 0.43 -0.592
C 1.78 0.55 0.35 1.050
O 2.51 -0.30 0.71 -0.462
```


[2]
The following is a DFT calculation (ωB97M-V/def2-TZVPD) of one molecule with the formula C4H5NO2.

As for the largest force on an atom: 1.00 eV/A. As for the structure (SMILES): O=C[C@H]1CN=CO1. The value obtained for the energy is -9812.8966 eV. The calculation puts the molecular weight at 99.09 g mol⁻¹. Its energy above the lowest of the compared OMol25 structures with the same formula, charge and spin is 136.8 kJ/mol.

XYZ file:
```
12
Properties=species:S:1:pos:R:3:nbo_charge:R:1
O -2.50 0.69 0.29 -0.514
C -1.74 -0.23 0.06 0.417
C -0.38 0.17 -0.48 -0.050
C 0.59 0.85 0.50 -0.267
N 1.69 -0.09 0.67 -0.448
C 1.50 -1.01 -0.18 0.372
O 0.39 -0.93 -0.99 -0.491
H -2.03 -1.30 0.13 0.132
H -0.73 0.88 -1.22 0.223
H 0.97 1.78 0.09 0.212
H 0.09 1.06 1.45 0.218
H 2.15 -1.86 -0.31 0.196
```


[3]
The following is a DFT calculation (ωB97M-V/def2-TZVPD) of one molecule with the formula C6H9I in a non-equilibrium geometry.

As for the largest force on an atom: 6.68 eV/A. The value obtained for the energy is -14463.5430 eV. The calculation puts the molecular weight at 208.04 g mol⁻¹. Its energy above the lowest of the compared OMol25 structures with the same formula, charge and spin is 336.8 kJ/mol.

XYZ file:
```
16
Properties=species:S:1:pos:R:3:nbo_charge:R:1
C -0.80 0.18 1.27 -0.601
C 0.98 0.28 -0.60 -0.102
C 0.06 -0.39 0.08 0.008
C -1.59 0.92 0.34 -0.111
C 1.47 1.65 -0.49 -0.660
C -0.34 -1.83 -0.30 -0.655
I -3.41 -0.03 -0.06 0.101
H -1.06 -0.50 1.96 0.215
H -0.06 0.98 1.84 0.219
H 1.40 -0.48 -1.36 0.214
H 1.12 2.05 -1.45 0.247
H 2.64 1.66 -0.32 0.228
H 1.06 2.22 0.33 0.231
H -0.12 -2.13 -1.26 0.221
H -1.35 -2.05 -0.41 0.230
H 0.00 -2.53 0.44 0.216
```


[4]
The following is a DFT calculation (ωB97M-V/def2-TZVPD) of a 5-piece molecular cluster, C45H86BNO7S overall in a non-equilibrium geometry.

As for the largest force on an atom: 5.26 eV/A. As for the structure (SMILES): CCCCCCCCCCCCCCC[C@](COC)(B(O)O)N(CSCC)Cc1ccccc1C.C1CCOC1.C1CCOC1.C1CCOC1.C1CCOC1. The value obtained for the energy is -75375.8923 eV. The calculation puts the molecular weight at 796.06 g mol⁻¹.

XYZ file:
```
141
Properties=species:S:1:pos:R:3:lowdin_charge:R:1
C 1.43 -3.10 -0.08 -0.133
C -0.14 -2.62 -0.12 -0.245
C -1.19 -3.88 -0.46 -0.202
C -2.47 -3.36 -1.37 -0.218
C -2.12 -3.08 -2.94 -0.213
C -1.72 -4.44 -3.80 -0.188
C -0.08 -4.36 -4.08 -0.209
C 0.28 -3.74 -5.59 -0.196
C 1.53 -2.71 -5.42 -0.219
C 1.74 -1.65 -6.65 -0.212
C 0.36 -1.03 -7.28 -0.229
C -0.72 -0.47 -6.17 -0.211
C -0.51 1.15 -5.81 -0.163
C -0.67 1.23 -4.15 -0.184
C 0.51 0.46 -3.33 -0.097
C 1.53 1.46 -2.47 -0.255
C 1.85 2.84 -3.29 -0.133
O 2.40 2.40 -4.62 -0.264
C 2.75 3.59 -5.44 -0.100
B 2.98 0.60 -2.50 -0.391
O 3.04 -0.89 -2.49 0.045
O 4.31 1.30 -2.48 0.012
N 1.17 1.61 -1.03 -0.167
C 2.14 2.36 -0.18 -0.454
S 3.00 1.28 1.15 0.778
C 4.59 2.09 1.72 -0.530
C 5.06 1.27 3.10 -0.189
C -0.28 1.89 -0.74 -0.152
C -0.85 3.34 -1.23 -0.074
C -0.04 4.77 -1.24 -0.029
C -0.69 6.23 -1.74 -0.060
C -2.27 6.31 -2.24 -0.075
C -3.11 4.89 -2.21 -0.041
C -2.45 3.44 -1.73 -0.133
C -3.48 2.16 -1.76 -0.124
H 2.12 -2.14 -0.02 0.066
H 1.76 -3.69 -1.05 0.077
H 1.60 -3.75 0.89 0.069
H -0.25 -1.87 -1.03 0.073
H -0.49 -2.04 0.84 0.109
H -1.64 -4.19 0.59 0.108
H -0.58 -4.75 -0.96 0.107
H -3.39 -4.08 -1.19 0.115
H -2.79 -2.31 -0.90 0.105
H -1.32 -2.20 -3.09 0.089
H -3.11 -2.67 -3.45 0.108
H -1.91 -5.35 -3.08 0.105
H -2.30 -4.54 -4.81 0.105
H 0.39 -5.45 -3.95 0.112
H 0.36 -3.72 -3.20 0.083
H -0.71 -3.28 -6.02 0.098
H 0.67 -4.67 -6.22 0.117
H 1.45 -2.22 -4.35 0.079
H 2.52 -3.38 -5.39 0.124
H 2.49 -0.76 -6.40 0.116
H 2.26 -2.26 -7.53 0.114
H 0.69 -0.12 -7.97 0.114
H -0.15 -1.83 -8.00 0.112
H -1.79 -0.52 -6.69 0.116
H -0.79 -1.14 -5.22 0.083
H -1.34 1.82 -6.32 0.115
H 0.57 1.42 -6.18 0.093
H -1.68 0.64 -3.93 0.099
H -0.88 2.34 -3.83 0.094
H 1.20 -0.07 -4.15 0.110
H 0.10 -0.41 -2.65 0.102
H 0.93 3.51 -3.53 0.116
H 2.67 3.53 -2.83 0.133
H 3.90 3.84 -5.43 0.103
H 2.17 4.54 -5.08 0.097
H 2.39 3.35 -6.54 0.105
H 3.98 -1.21 -2.39 0.120
H 4.67 1.05 -1.56 0.105
H 1.49 3.13 0.47 0.089
H 2.93 3.02 -0.73 0.105
H 4.53 3.25 1.90 0.088
H 5.42 1.81 0.90 0.076
H 5.62 0.28 2.80 0.081
H 5.64 1.95 3.86 0.084
H 4.06 0.92 3.65 0.064
H -0.38 1.89 0.45 0.146
H -1.03 1.03 -1.09 0.131
H 1.07 4.83 -0.87 0.073
H -0.03 7.19 -1.75 0.073
H -2.79 7.30 -2.59 0.077
H -4.26 4.92 -2.53 0.088
H -4.60 2.52 -1.97 0.089
H -3.15 1.27 -2.44 0.062
H -3.51 1.73 -0.65 0.080
C -6.53 -1.71 1.84 -0.182
C -6.53 -0.57 0.85 -0.180
C -5.31 -0.87 0.02 -0.217
O -5.15 -2.30 0.02 -0.164
C -6.03 -2.86 1.00 -0.200
H -7.51 -1.90 2.29 0.116
H -5.82 -1.50 2.65 0.117
H -7.43 -0.62 0.23 0.119
H -6.50 0.42 1.32 0.116
H -4.40 -0.44 0.47 0.109
H -5.39 -0.51 -1.00 0.117
H -6.85 -3.36 0.47 0.119
H -5.49 -3.61 1.59 0.120
C 1.27 4.40 4.69 -0.171
C 2.34 5.17 5.41 -0.175
C 3.22 4.07 5.96 -0.197
O 3.12 2.97 5.04 -0.162
C 2.05 3.22 4.13 -0.221
H 0.75 4.97 3.91 0.117
H 0.52 4.04 5.41 0.107
H 2.91 5.77 4.69 0.116
H 1.95 5.84 6.18 0.117
H 2.85 3.72 6.93 0.117
H 4.26 4.37 6.06 0.117
H 2.48 3.47 3.15 0.087
H 1.43 2.32 4.02 0.111
C 1.43 -4.68 5.14 -0.184
C 2.61 -5.30 4.43 -0.184
C 1.99 -6.56 3.84 -0.208
O 0.61 -6.27 3.59 -0.140
C 0.28 -5.02 4.22 -0.209
H 1.54 -3.61 5.31 0.114
H 1.29 -5.17 6.11 0.117
H 2.94 -4.64 3.62 0.114
H 3.46 -5.50 5.08 0.115
H 2.03 -7.39 4.56 0.116
H 2.48 -6.87 2.92 0.118
H 0.17 -4.27 3.43 0.109
H -0.67 -5.12 4.75 0.117
C -0.80 0.20 7.57 -0.181
C -2.01 1.04 7.25 -0.183
C -1.62 2.38 7.81 -0.206
O -0.19 2.48 7.70 -0.151
C 0.33 1.18 7.37 -0.204
H -0.71 -0.69 6.93 0.115
H -0.84 -0.13 8.61 0.118
H -2.14 1.11 6.16 0.117
H -2.94 0.65 7.68 0.115
H -1.88 2.47 8.87 0.117
H -2.08 3.22 7.27 0.117
H 0.66 1.21 6.33 0.111
H 1.19 0.96 8.01 0.121
```


Number 2 is which compound?
C4H5NO2